[1]
This record from OMol25 describes a structure of composition C31H32N5O5SV at a distorted geometry. The level of theory is wB97M-V/def2-TZVPD.

Summary:
<S²>: 0.7619
Net charge: +3
Frontier orbital gap (spin up / spin down) in eV: 6.3 / 6.7
2S+1: 2
LUMO level (spin up / spin down) in eV: -10.0 / -9.7
HOMO energy (spin up / spin down) in eV: -16.356 / -16.360
Calculated total energy in eV: -86854.183

Each line ends with the Löwdin spin population.
Geometry (Å):
V 1.2502 0.6145 0.4044  1.037
C -5.6493 2.0328 -0.0281  0.000
C -4.2408 1.5406 -0.1934  -0.001
C -3.9185 0.4416 -0.9539  0.000
C -2.5861 0.0067 -1.1472  -0.001
C -2.2574 -1.2101 -1.7976  0.000
N -3.0731 -2.1447 -2.1829  0.000
C -2.6322 -3.4540 -2.7225  0.000
C -1.6631 -4.1843 -1.7953  0.000
C -2.2250 -4.4846 -0.3982  0.000
N -1.1684 -4.4444 0.6458  -0.002
C -0.5780 -3.3499 0.9881  -0.001
C 0.4726 -3.1693 1.9435  -0.002
C 0.9467 -4.1682 2.8136  0.002
C 2.0136 -3.9529 3.6682  -0.003
C 2.5088 -5.0091 4.6139  -0.001
C 2.6338 -2.6979 3.6189  0.005
C 2.2022 -1.6841 2.7655  -0.002
C 2.8835 -0.4029 2.7384  0.020
N 2.6450 0.5425 1.9057  -0.014
C 3.3201 1.8480 2.1417  0.000
C 2.3153 2.7749 2.8129  -0.001
C 1.2402 3.2935 1.8772  0.004
N 0.3979 2.2355 1.2083  -0.008
C -0.8479 2.5332 1.0371  0.002
C -1.8422 1.7893 0.3056  0.000
C -3.1689 2.1863 0.4430  0.001
C -1.5045 0.7232 -0.5679  0.003
O -0.2710 0.4108 -0.8277  0.019
C 1.0967 -1.9107 1.9482  0.004
O 0.6594 -0.9325 1.1547  -0.018
H -6.3562 1.3830 -0.5402  0.000
H -5.7576 3.0358 -0.4415  0.000
H -5.9288 2.0728 1.0247  0.000
H -4.7297 -0.0934 -1.4379  0.000
H -1.2009 -1.4202 -1.9347  0.000
H -4.0715 -1.9956 -2.1046  0.000
H -2.1626 -3.2897 -3.6918  0.000
H -3.5360 -4.0338 -2.8990  0.000
H -0.7327 -3.6173 -1.7138  0.000
H -1.3924 -5.1160 -2.2939  0.000
H -2.6635 -5.4781 -0.3486  0.000
H -2.9965 -3.7774 -0.0930  0.000
H -0.9104 -5.3212 1.0854  0.000
H -0.9065 -2.4596 0.4600  0.000
H 0.4648 -5.1399 2.8397  0.000
H 1.9657 -5.9433 4.4890  0.000
H 2.3890 -4.6832 5.6476  0.000
H 3.5679 -5.2059 4.4472  0.000
H 3.4883 -2.5099 4.2610  0.000
H 3.6574 -0.2422 3.4891  0.000
H 3.6399 2.2575 1.1848  0.000
H 4.2030 1.6807 2.7578  0.000
H 2.8477 3.6533 3.1824  0.000
H 1.8781 2.2823 3.6848  0.000
H 1.6885 3.8713 1.0684  0.000
H 0.5561 3.9454 2.4193  0.000
H -1.1949 3.4530 1.5067  -0.001
H -3.3861 3.0376 1.0809  0.000
O 1.8566 5.6982 -1.2348  -0.001
S 2.8001 4.9017 -1.9489  0.000
O 4.0679 5.3860 -2.3543  -0.001
N 3.0050 3.5126 -0.9665  -0.005
C 2.3945 2.5627 -1.5194  -0.001
O 2.2352 1.3971 -0.7642  -0.039
C 1.8004 2.6991 -2.8531  -0.001
C 1.2016 1.7835 -3.6972  0.000
C 0.7977 2.2317 -4.9504  0.000
C 0.9921 3.5536 -5.3385  0.000
C 1.6018 4.4768 -4.4909  0.000
C 1.9957 4.0176 -3.2549  0.000
H 1.0781 0.7492 -3.4051  0.000
H 0.3438 1.5415 -5.6483  0.000
H 0.6781 3.8695 -6.3242  0.000
H 1.7715 5.4996 -4.7990  0.000

Cartesian forces (eV/Å) of the 6 atoms listed first:
-0.7077 0.9337 -0.4702
-0.0037 -0.0395 -0.0178
0.1312 0.0514 0.0484
0.0067 -0.0425 -0.0347
-0.1063 -0.0845 -0.0620
0.0215 0.0194 0.0016

[2]
This record from OMol25 describes a cluster of 2 separate species, C4H6FN in total at a distorted geometry. The level of theory is wB97M-V/def2-TZVPD.

Summary:
Frontier orbital gap in eV: 10.3
LUMO level in eV: 0.6
Energy relative to the best compared isomer or geometry (same formula, charge and spin) in kJ/mol: 583.02
HOMO energy in eV: -9.687
Calculated total energy in eV: -8446.292

Each line ends with the natural charge from an NBO analysis.
Geometry (Å):
C -0.0886 0.3983 0.4101  -0.188
C -0.9785 -0.7142 -0.1863  0.002
C 1.2562 0.0858 0.0057  -0.091
C 2.3854 -0.3371 -0.1048  -0.214
H -1.8814 1.0466 -0.5936  0.376
H 0.1662 1.6504 -0.7729  0.370
H 0.0225 0.2291 1.6243  0.214
H -0.5316 -1.6037 0.3847  0.175
H -0.7072 -1.1173 -1.1890  0.204
H 3.4444 -0.7474 0.3190  0.280
N -0.7611 1.6289 -0.0230  -0.783
F -2.3264 -0.5193 0.1259  -0.344

Cartesian forces (eV/Å) of the 6 atoms listed first:
-2.1860 -1.9556 2.5303
2.7618 -3.6900 2.5880
1.7358 -0.2339 0.0110
2.4677 -1.0080 1.9540
4.3104 3.1284 1.6863
-4.2691 1.6677 1.0182

[3]
This record from OMol25 describes an isolated molecule of C5H11NO at a distorted geometry. The level of theory is wB97M-V/def2-TZVPD.

Summary:
SMILES: CONC1(C)CC1
Frontier orbital gap in eV: 9.9
LUMO level in eV: 1.1
Energy relative to the best compared isomer or geometry (same formula, charge and spin) in kJ/mol: 478.25
HOMO energy in eV: -8.827
Calculated total energy in eV: -8896.741

Each line ends with the natural charge from an NBO analysis.
Geometry (Å):
C 0.8933 -1.5028 0.2267  -0.412
C 1.7023 -1.0296 -0.9695  -0.410
C 0.6635 -0.0964 -0.3341  0.073
C 1.0555 1.1169 0.4779  -0.626
C -2.4804 0.6567 0.6294  -0.264
N -0.7119 0.2003 -0.8894  -0.358
O -1.7780 -0.3171 -0.1839  -0.426
H 0.1843 -2.1897 0.0208  0.211
H 1.3565 -1.7120 1.2386  0.213
H 2.7958 -0.7625 -0.7768  0.220
H 1.4215 -1.3759 -1.9016  0.213
H 1.5421 0.9288 1.5150  0.204
H 0.1224 1.6567 0.4923  0.236
H 1.9024 1.5814 0.0091  0.211
H -1.8256 0.8599 1.4760  0.177
H -3.5207 0.3826 0.8225  0.204
H -2.3907 1.7059 0.0290  0.174
H -0.9324 -0.1032 -1.8821  0.360

Cartesian forces (eV/Å) of the 6 atoms listed first:
2.5171 1.9006 1.0583
0.7805 1.7356 2.5663
-1.1983 -1.2866 1.1527
1.5602 -1.1044 1.5382
2.2434 2.8820 -2.3196
1.0231 0.1125 -2.6536

[4]
This record from OMol25 describes a structure of composition C23H38CuO5S4Si. The level of theory is wB97M-V/def2-TZVPD.

Summary:
<S²>: 0.7560
Net charge: -2
Frontier orbital gap (spin up / spin down) in eV: 5.3 / 5.6
2S+1: 2
LUMO level (spin up / spin down) in eV: 4.0 / 4.0
Energy relative to the best compared isomer or geometry (same formula, charge and spin) in kJ/mol: 0.00
HOMO energy (spin up / spin down) in eV: -1.279 / -1.515
Calculated total energy in eV: -130565.884

Each line ends with the Löwdin spin population.
Geometry (Å):
Cu 1.0503 0.8466 0.4219  0.426
S 4.4487 3.3482 2.0574  0.037
C 3.1344 2.4415 1.5194  0.011
S 3.1917 1.5508 0.0121  0.184
S 1.6732 2.1839 2.3972  0.019
C 1.3148 5.7048 1.5916  0.000
S 0.0860 4.9870 0.5218  0.000
C 1.1321 4.7882 -0.8982  0.000
O -0.8694 6.1179 0.1924  0.000
H 1.5260 6.6988 1.1909  0.000
H 2.2098 5.0796 1.6381  0.000
H 0.8766 5.7706 2.5859  0.000
H 1.8970 4.0381 -0.6805  0.000
H 1.5630 5.7619 -1.1373  0.000
H 0.4913 4.4269 -1.7014  0.000
O -1.2128 1.5518 -2.1946  0.007
C -1.4677 1.6918 -0.9948  0.005
O -0.6440 1.8417 -0.0375  0.026
C -2.9320 1.6912 -0.5806  0.000
C -3.2915 1.8661 0.7483  0.001
C -4.6323 1.8443 1.1547  0.000
C -5.5657 1.6384 0.1712  0.001
O -6.9389 1.5789 0.3034  0.000
C -7.4388 1.2797 -0.9988  0.000
O -6.3520 1.2910 -1.9151  0.000
C -5.2120 1.4664 -1.1464  0.000
C -3.9091 1.4868 -1.5634  0.000
H -2.4952 2.0256 1.4634  0.000
H -4.9202 1.9825 2.1885  0.000
H -8.1627 2.0443 -1.2868  0.000
H -7.8990 0.2874 -0.9891  0.000
H -3.6065 1.3479 -2.5920  0.000
C 3.8391 -1.6859 -1.3358  -0.001
C 2.3322 -1.9097 -1.5411  0.013
C 1.9155 -0.9469 -2.6692  0.001
C 2.1690 -3.3519 -2.0417  0.005
Si 1.2980 -1.4659 0.0484  0.147
C 2.1477 -2.2447 1.6181  0.027
C 1.2253 -2.1021 2.8372  0.006
C 3.4178 -1.4533 1.9762  0.001
C 2.5230 -3.7265 1.4912  0.008
C -0.5069 -2.2268 -0.1412  0.035
C -0.6241 -3.7522 -0.0186  0.009
C -1.4320 -1.6045 0.9208  0.012
C -1.1132 -1.8053 -1.4902  0.002
H 4.3402 -1.7835 -2.3109  0.000
H 4.2880 -2.4241 -0.6696  0.000
H 4.0637 -0.6934 -0.9469  0.000
H 2.4773 -1.1948 -3.5831  0.000
H 2.1403 0.0891 -2.4095  -0.001
H 0.8542 -0.9885 -2.9068  0.000
H 2.8484 -3.5148 -2.8923  0.001
H 1.1604 -3.5679 -2.3922  0.000
H 2.4194 -4.0929 -1.2783  0.000
H 0.8965 -1.0687 2.9773  0.004
H 1.7817 -2.3951 3.7392  0.000
H 0.3428 -2.7408 2.7772  0.000
H 3.2003 -0.3980 2.1435  0.000
H 4.1941 -1.5113 1.2153  0.000
H 3.8363 -1.8617 2.9092  0.000
H 1.6624 -4.3633 1.2726  0.000
H 2.9581 -4.0742 2.4409  0.002
H 3.2683 -3.9028 0.7153  0.000
H -0.3637 -4.1053 0.9811  0.000
H 0.0038 -4.2888 -0.7326  0.000
H -1.6661 -4.0543 -0.2061  0.003
H -1.1895 -1.9172 1.9355  0.000
H -2.4705 -1.9085 0.7209  0.000
H -1.4011 -0.5135 0.9001  0.007
H -0.6323 -2.2855 -2.3420  0.000
H -1.0763 -0.7238 -1.6451  0.001
H -2.1729 -2.1017 -1.5086  0.000

Cartesian forces (eV/Å) of the 6 atoms listed first:
0.1283 0.1214 -0.0614
-0.2960 0.0292 -0.1691
0.2018 -0.4579 0.1720
0.1301 0.3176 0.0867
0.1309 0.2028 -0.0863
0.2271 0.1146 0.1033

[5]
This record from OMol25 describes an isolated molecule of C3H5N3O at a distorted geometry. The level of theory is wB97M-V/def2-TZVPD.

Summary:
SMILES: [H]/N=C/N(O)CC#N
Frontier orbital gap in eV: 10.6
LUMO level in eV: 0.5
Energy relative to the best compared isomer or geometry (same formula, charge and spin) in kJ/mol: 425.89
HOMO energy in eV: -10.066
Calculated total energy in eV: -9706.170

Each line ends with the natural charge from an NBO analysis.
Geometry (Å):
C 0.8054 -0.0339 0.8995  -0.351
C 1.6313 -0.6564 -0.0584  0.249
C -1.1626 -0.1186 -0.5164  0.251
H 0.1382 2.4808 -0.1275  0.483
H 1.2928 0.6671 1.6494  0.261
H 0.4168 -0.9551 1.4984  0.274
H -1.5226 0.2336 -1.6612  0.201
H -2.4492 -1.5550 -0.6033  0.355
N -0.3038 0.6065 0.2592  -0.171
N 2.4050 -1.0320 -0.7771  -0.284
N -1.6827 -1.1987 -0.0141  -0.690
O 0.4315 1.5618 -0.5485  -0.578

Cartesian forces (eV/Å) of the 6 atoms listed first:
-1.9030 -2.2586 3.9109
0.0368 1.2780 1.1887
-3.4555 -2.5828 -2.4638
0.9378 -2.8140 -1.4399
-0.3665 -0.9244 -1.3176
0.2370 1.7500 -0.5867

[6]
This record from OMol25 describes an isolated molecule of C2H3F2NO at a distorted geometry. The level of theory is wB97M-V/def2-TZVPD.

Summary:
SMILES: N[C@@H]1OC1(F)F
Frontier orbital gap in eV: 10.4
LUMO level in eV: 0.9
Energy relative to the best compared isomer or geometry (same formula, charge and spin) in kJ/mol: 198.43
HOMO energy in eV: -9.519
Calculated total energy in eV: -11093.559

Each line ends with the natural charge from an NBO analysis.
Geometry (Å):
C 0.6898 -0.5766 0.1069  0.178
C 2.0895 -0.0079 0.0770  0.825
N -0.4401 0.3002 0.2387  -0.871
O 1.6835 -0.7927 1.1011  -0.465
F 3.1421 -0.5180 -0.6746  -0.335
F 2.2447 1.2460 0.3400  -0.299
H 0.5022 -1.5156 -0.5038  0.193
H -0.5318 1.0787 0.7942  0.388
H -0.9406 0.5422 -0.6035  0.385

Cartesian forces (eV/Å) of the 6 atoms listed first:
0.8004 0.6006 -2.7515
-1.0381 -3.0065 -1.6453
-0.4732 -2.5285 -1.0410
-0.2116 0.0755 1.7117
-1.1716 0.8769 1.0011
0.8639 1.7003 0.2063